1.
The following is a quantum chemistry calculation of a 11-piece molecular cluster, C43H106N6O15S4 overall at a distorted geometry, from OMol25.

## Properties
Energy (Eh): -4751.346978
Structure (SMILES): O=S1(=O)CCCC1.O=S1(=O)CCCC1.O=S1(=O)CCCC1.O=S1(=O)CCCC1.COC[C@H](C)N.COC[C@H](C)N.COC[C@H](C)N.COC[C@H](C)N.COC[C@H](C)N.COC[C@H](C)N.CC(C)O
Frontier orbital gap (eV): 8.769

ORCA input file:
```
! RIJCOSX wB97M-V def2-TZVPD def2/J DEFGRID3
* xyz 0 1
C 7.57682 -2.20442 3.46440
C 8.16158 -3.03700 2.41930
C 9.63175 -2.69286 2.06340
O 8.15068 -4.39805 2.79747
H 7.62714 -1.14379 3.21817
H 8.18209 -2.20033 4.37090
H 6.53000 -2.39728 3.69908
H 7.46935 -3.00960 1.57777
H 10.26103 -3.56248 1.87397
H 10.08672 -2.35038 2.99281
H 9.53600 -1.87460 1.34970
H 7.26406 -4.72252 2.97130
C 1.97552 5.76240 -8.19286
C 1.73657 7.25447 -7.73347
C 0.73775 7.29033 -6.52876
O -0.56324 6.83575 -6.81987
C -1.47805 6.58016 -5.75459
N 2.99178 7.86292 -7.31871
H 2.79182 5.63568 -8.90398
H 1.10847 5.28181 -8.64604
H 2.08201 5.16373 -7.28823
H 1.37773 7.93713 -8.50373
H 0.73139 8.27375 -6.05871
H 1.06923 6.61204 -5.74253
H -2.42284 6.30891 -6.22564
H -1.74400 7.48550 -5.20895
H -1.12310 5.86648 -5.01110
H 2.72564 8.73050 -6.87536
H 3.18294 7.31555 -6.49170
C 6.69749 -7.89970 -4.73893
C 7.99271 -7.43013 -4.12424
C 8.20013 -5.86228 -4.19447
O 7.12298 -5.23129 -3.52261
C 6.23741 -4.66642 -4.42956
N 8.01858 -7.88753 -2.77914
H 6.72946 -8.95844 -4.48174
H 6.75150 -7.64626 -5.79768
H 5.75422 -7.53546 -4.33189
H 8.60938 -7.96599 -4.84582
H 8.36755 -5.51887 -5.21533
H 9.02417 -5.51129 -3.57329
H 6.81548 -4.19198 -5.22255
H 5.43839 -4.09942 -3.95188
H 5.92366 -5.47466 -5.09018
H 7.62170 -7.18877 -2.16732
H 9.00147 -7.92019 -2.54899
C -6.22593 0.98141 7.89029
C -7.37759 1.53789 7.03066
C -8.67129 1.66333 7.83353
O -9.14869 0.30128 8.14435
C -10.34170 0.32110 8.87422
N -6.84784 2.74236 6.46393
H -6.51037 0.02063 8.31935
H -5.93251 1.64064 8.70724
H -5.41957 0.60801 7.25905
H -7.54527 0.85321 6.19928
H -9.43960 2.08376 7.18465
H -8.50392 2.30148 8.70120
H -11.02728 0.96813 8.32702
H -10.26832 0.71120 9.88938
H -10.82992 -0.63404 8.68071
H -5.86831 2.54059 6.32284
H -6.68557 3.39001 7.22177
C -9.55391 6.20869 -1.50566
C -9.84853 5.75795 -0.02144
C -11.29733 5.10704 0.02404
O -12.39639 5.90718 -0.50407
C -12.88693 6.90104 0.43614
N -8.79056 4.84543 0.35617
H -9.10551 5.36960 -2.03760
H -8.86131 7.04898 -1.55369
H -10.28174 6.73468 -2.12349
H -9.85407 6.65507 0.59763
H -11.45930 4.93335 1.08785
H -11.29487 4.09891 -0.39041
H -13.40438 6.51534 1.31454
H -13.62806 7.49844 -0.09483
H -12.13114 7.58412 0.82381
H -8.38399 4.23304 -0.33649
H -8.60025 4.76695 1.34497
C -0.45700 -1.17505 0.09444
C -1.06600 0.18283 0.32933
C -0.46829 1.47617 -0.36270
O 0.82446 1.67924 0.26490
C 1.95492 1.58190 -0.58367
N -2.43614 0.05639 -0.15929
H -1.12976 -2.00983 0.29096
H 0.28810 -1.34708 0.87118
H 0.13366 -1.17718 -0.82165
H -1.34706 0.45399 1.34697
H -1.11118 2.28160 -0.00763
H -0.46882 1.48974 -1.45262
H 2.87934 1.88486 -0.09196
H 1.90706 2.29828 -1.40380
H 2.09622 0.59180 -1.01708
H -2.56252 -0.66845 -0.85120
H -3.07627 -0.29953 0.53616
C -2.87491 -2.90947 -6.75950
C -3.36228 -4.36636 -6.43790
C -2.61788 -5.50015 -7.27145
O -1.21739 -5.52058 -7.11231
C -0.60615 -6.61753 -7.58997
N -3.13175 -4.54585 -5.04846
H -1.78629 -2.87165 -6.71972
H -3.15525 -2.08447 -6.10461
H -3.16507 -2.57495 -7.75549
H -4.44105 -4.46708 -6.55708
H -2.80741 -5.18140 -8.29643
H -3.12812 -6.41965 -6.98462
H -0.44005 -7.39240 -6.84158
H 0.39211 -6.43748 -7.98890
H -1.00702 -6.96411 -8.54248
H -2.51691 -3.80393 -4.74576
H -2.54037 -5.33832 -4.84265
C 10.69966 6.21070 1.10457
C 10.74423 7.69189 1.47134
C 11.09971 7.91984 2.96608
S 11.25732 6.14246 3.66175
O 9.96307 5.97280 4.32875
O 12.49328 5.96524 4.45383
C 11.30782 5.24045 2.10307
H 11.13908 6.15314 0.10873
H 9.65908 5.96604 0.89144
H 9.84595 8.23793 1.18318
H 11.51522 8.13900 0.84383
H 10.24830 8.37104 3.47560
H 12.09763 8.35819 2.95572
H 11.05912 4.21750 2.38557
H 12.34435 5.29330 1.77004
C 3.74960 8.31953 5.07711
C 3.02397 9.63550 5.03307
C 2.42078 9.88331 3.65065
S 3.70604 9.31035 2.47742
O 4.64159 10.39738 2.50299
O 3.25357 8.66030 1.22324
C 4.24936 7.97724 3.61601
H 3.14050 7.48294 5.41948
H 4.72086 8.35002 5.57089
H 3.66281 10.41202 5.45380
H 2.20530 9.65299 5.75249
H 2.18921 10.92338 3.42100
H 1.52457 9.28463 3.48790
H 5.32332 7.87903 3.45770
H 3.75537 7.09339 3.21243
C -6.47501 -6.54214 2.26239
C -6.72574 -5.81454 3.57415
C -8.09642 -5.46291 3.80430
S -8.65394 -4.99701 2.12566
O -8.12291 -3.67177 1.93816
O -10.12265 -5.22920 1.99584
C -7.58766 -6.22532 1.15928
H -6.47150 -7.60680 2.49599
H -5.54773 -6.18803 1.81198
H -6.10524 -4.93232 3.41682
H -6.38873 -6.44806 4.39462
H -8.24127 -4.67286 4.54115
H -8.75248 -6.31096 4.00050
H -7.08784 -5.80129 0.28837
H -7.96062 -7.21134 0.88223
C 1.27676 -11.37957 2.04472
C 1.61249 -12.23640 0.85257
C 1.90709 -11.27935 -0.32706
S 0.48272 -10.05255 -0.15501
O -0.61091 -10.36204 -1.06288
O 1.02084 -8.70720 -0.18007
C 0.09688 -10.51855 1.54177
H 1.97448 -10.59257 2.33093
H 1.09093 -11.93944 2.96130
H 0.81874 -12.96232 0.67626
H 2.52429 -12.80950 1.02071
H 2.03499 -11.77206 -1.29090
H 2.87751 -10.80028 -0.19716
H -0.78383 -11.15117 1.65238
H -0.11929 -9.58016 2.05245
*
```

---

2.
The following is a quantum chemistry calculation of a 2-piece molecular cluster, H5ISi2 overall at a distorted geometry, from OMol25.

## Properties
Energy relative to the best compared isomer or geometry (same formula, charge and spin) (eV): 2.611
Energy (Eh): -879.564875
Frontier orbital gap (eV): 7.686

ORCA input file:
```
! RIJCOSX wB97M-V def2-TZVPD def2/J DEFGRID3
* xyz 0 1
Si 1.77466 1.75078 -0.49958
Si -3.36440 -2.57406 0.81930
I 0.84422 -0.35903 0.54998
H 1.34911 1.95796 -1.88533
H 3.25242 1.85366 -0.39324
H 0.98493 2.60523 0.39873
H -2.24125 -3.64605 0.76575
H -2.59968 -1.58849 0.24438
*
```